{
  "formula": "C30H32N5PPtSe",
  "method": "ωB97M-V/def2-TZVPD",
  "relative_energy_kj_mol": 107.7,
  "e_tot_ha": -4298.24199,
  "fmax_ha_per_bohr": 0.0280,
  "molar_mass_g_mol": 767.6,
  "homo_energy_ev": [-5.73, -5.71],
  "symbols": ["Pt", "Se", "P", "N", "N", "N", "N", "N", "C", "C", "C", "C", "C", "C", "C", "C", "C", "C", "C", "C", "C", "C", "C", "C", "C", "C", "C", "C", "C", "C", "C", "C", "C", "C", "C", "C", "C", "C", "H", "H", "H", "H", "H", "H", "H", "H", "H", "H", "H", "H", "H", "H", "H", "H", "H", "H", "H", "H", "H", "H", "H", "H", "H", "H", "H", "H", "H", "H", "H", "H"],
  "positions_angstrom": [[-0.3952, 0.5626, 0.4029], [0.0635, 3.5028, 0.3468], [1.6830, -0.2378, 0.6015], [0.3554, 2.7675, -2.4170], [1.7763, -0.7004, 2.2557], [-1.6926, 3.2098, -1.8959], [-2.0968, 0.1944, -0.3009], [-0.2876, 0.2323, 2.7426], [-0.4061, 2.5447, -3.5425], [5.7305, 0.2826, 0.1643], [1.9063, -3.0461, 0.3650], [-0.4397, 3.1566, -1.4006], [-1.2149, 0.1805, 4.9378], [-2.8691, -1.9391, -1.0525], [0.7957, -0.4090, 3.1778], [-1.2689, 0.5126, 3.6019], [-3.0898, -0.7018, -0.3911], [4.7506, 2.4398, 0.5613], [-1.5115, -2.2625, -1.5996], [0.9395, -0.7808, 4.5208], [-5.1877, -2.5397, -0.7001], [1.7831, 2.5542, -2.3053], [2.0899, -2.9453, -2.3989], [1.8980, -1.8158, -0.2791], [1.9839, -1.7765, -1.6692], [-0.0765, -0.4793, 5.3970], [-1.6875, 2.8197, -3.2132], [-2.8623, 3.5481, -1.1119], [5.8711, 1.6506, 0.3452], [1.9976, -4.2221, -0.3687], [-4.3797, -0.4167, 0.1249], [-5.3959, -1.3436, -0.0281], [4.4731, -0.2968, 0.1997], [3.4903, 1.8619, 0.6019], [2.0940, -4.1739, -1.7492], [-3.9265, -2.8185, -1.2090], [3.3455, 0.4885, 0.4262], [-4.6350, 0.8720, 0.8550], [1.9373, -0.8229, -2.1843], [-6.3723, -1.1228, 0.3883], [6.8536, 2.1011, 0.3120], [2.1606, -5.0893, -2.3210], [-0.7796, -2.3750, -0.7941], [-2.0329, 0.4286, 5.5961], [-1.5419, -3.1873, -2.1755], [1.8301, -1.2987, 4.8480], [-5.9968, -3.2476, -0.8234], [1.9885, 1.5696, -1.8797], [-2.1207, 1.0292, 3.1809], [-3.7537, -3.7507, -1.7340], [2.2048, 3.3113, -1.6454], [-2.5902, 2.7606, -3.7902], [-3.7239, 1.2550, 1.3155], [-3.7332, 3.4868, -1.7602], [2.6580, -1.0171, 2.6338], [-5.3854, 0.7296, 1.6326], [1.9871, -5.1757, 0.1420], [0.0107, -0.7607, 6.4382], [-2.9545, 2.8293, -0.2979], [2.6099, 2.4723, 0.7597], [6.6019, -0.3338, -0.0105], [-1.1319, -1.4569, -2.2335], [2.2274, 2.6331, -3.2947], [0.0267, 2.2028, -4.4629], [-5.0093, 1.6465, 0.1804], [2.1510, -2.9032, -3.4778], [4.3704, -1.3624, 0.0343], [-2.7593, 4.5557, -0.7111], [1.8090, -3.0910, 1.4423], [4.8543, 3.5078, 0.6965]],
  "nbo_charge": [0.529, -0.320, 1.129, -0.368, -0.908, -0.361, -0.745, -0.509, -0.082, -0.204, -0.153, 0.273, -0.298, -0.086, 0.410, 0.080, 0.184, -0.215, -0.627, -0.292, -0.275, -0.402, -0.194, -0.402, -0.195, -0.137, -0.050, -0.404, -0.199, -0.223, -0.091, -0.197, -0.236, -0.219, -0.208, -0.194, -0.316, -0.628, 0.214, 0.197, 0.215, 0.216, 0.218, 0.227, 0.203, 0.216, 0.202, 0.214, 0.213, 0.198, 0.239, 0.230, 0.211, 0.208, 0.409, 0.212, 0.215, 0.220, 0.248, 0.251, 0.214, 0.215, 0.209, 0.227, 0.207, 0.214, 0.224, 0.220, 0.210, 0.218]
}